Run A
Density functional theory data (ωB97M-V/def2-TZVPD) for a cluster of 2 separate species, C5H13N2O in total.

Element x y z (Å)
C 1.8328 -0.8495 1.0065
C 1.3638 -1.4522 -0.2763
C 0.2810 -1.2625 -1.0050
N 2.2185 -2.6370 -0.6517
H 1.4920 0.1740 1.1381
H 1.4683 -1.4438 1.8481
H 2.9219 -0.8436 1.0710
H 0.0279 -1.8829 -1.8550
H -0.4504 -0.5324 -0.7199
H 2.2160 -3.3241 0.1088
H 3.1906 -2.3494 -0.8007
H 1.8637 -3.0748 -1.5043
C -0.6739 2.0084 -0.8150
C -1.6447 1.6095 0.2818
N -1.7232 2.3506 1.3540
O -2.3372 0.5737 0.1194
H -0.7443 3.0871 -0.9604
H -0.9300 1.5222 -1.7529
H 0.3634 1.7666 -0.5903
H -1.3790 3.3026 1.3550
H -2.3843 2.0817 2.0771

Computed properties:
expectation value of S²	0.755
net charge	+2
multiplicity	2
frontier orbital gap (spin up / spin down)	11.071 / 6.220	eV


Run B
Density functional theory data (ωB97M-V/def2-TZVPD) for a cluster of 2 separate species, C5H13N2O in total.

Element x y z (Å)
N -1.2241 1.9521 -0.2490
C -1.3528 1.1301 0.9656
C -0.5948 -0.2430 0.7055
N 0.3463 -0.2360 -0.3200
C 1.0688 -1.4038 -2.3814
C 0.4388 -1.5616 -1.0088
C 1.4243 -2.4873 -0.2235
O -0.8441 -1.2679 1.3567
H -1.2033 5.6472 4.7301
H -1.3703 2.9782 -0.2545
H -0.8856 5.9154 4.1005
H -1.1941 1.6504 1.8380
H -2.5027 0.8063 0.9808
H -0.4545 1.5465 -0.8126
H 1.9410 -0.7328 -2.4887
H 1.3722 -2.3601 -2.7231
H 0.3882 -1.0157 -3.1635
H -0.5761 -2.1289 -1.1274
H 1.7857 -3.3815 -0.7664
H 2.3944 -1.9796 0.0651
H 1.0427 -2.8281 0.7767

Computed properties:
expectation value of S²	0.755
net charge	+2
multiplicity	2
frontier orbital gap (spin up / spin down)	4.362 / 4.372	eV


Going by the computed energies, the most stable comes first: run A, run B.